Record 1
This record from the Open Molecules 2025 dataset describes a gas-phase ion, C4H9N2 (charge +1) at a distorted geometry. The level of theory is the ωB97M-V functional and the def2-TZVPD basis.

Each line ends with the Löwdin charge.
Element x y z (Å)
C  -0.78  -1.22  -1.48  0.129
C  0.40  -0.65  -1.38  -0.196
C  -0.99  0.05  0.41  -0.143
C  0.41  0.26  -0.19  -0.305
N  -1.84  1.09  0.43  0.105
N  1.50  -0.10  0.82  0.224
H  -1.28  -1.85  -2.17  0.042
H  1.26  -0.75  -2.05  0.098
H  -1.07  -0.68  1.21  0.124
H  0.56  1.31  -0.45  0.153
H  -1.85  1.71  -0.36  0.121
H  -2.76  0.92  0.83  0.119
H  1.37  0.40  1.71  0.176
H  2.43  0.11  0.43  0.176
H  1.44  -1.12  0.99  0.177

Output
calculated total energy = -7263.9880 eV
HOMO energy (alpha / beta) = -11.8 / -11.8 eV
lowest unoccupied orbital energy (alpha / beta) = -0.1390 / -0.1390 hartree
net charge = +1
energy above the lowest of the compared OMol25 structures with the same formula, charge and spin = 95.8 kcal per mole
orbital gap (alpha / beta) = 8.027 / 8.028 eV



Record 2
This record from the Open Molecules 2025 dataset describes a gas-phase ion, C4H9N2 (charge +1) at a distorted geometry. The level of theory is the ωB97M-V functional and the def2-TZVPD basis.

Each line ends with the Löwdin charge.
Element x y z (Å)
C  -0.76  -0.02  -0.01  -0.368
C  -2.21  0.03  -0.22  0.012
C  1.05  -1.78  0.46  -0.061
C  1.19  1.74  -0.26  -0.005
N  -0.16  -1.24  -0.04  0.179
N  -0.07  1.09  -0.06  0.233
H  -2.68  0.85  0.23  0.070
H  -2.67  -0.92  0.11  0.109
H  -2.45  0.01  -1.39  0.170
H  1.27  -2.79  0.10  0.105
H  0.96  -1.71  1.54  0.106
H  2.03  -1.19  0.47  0.132
H  1.29  2.35  0.64  0.112
H  1.13  2.32  -1.21  0.135
H  2.08  1.24  -0.35  0.071

Output
calculated total energy = -7262.2892 eV
HOMO energy (alpha / beta) = -15.2 / -15.0 eV
lowest unoccupied orbital energy (alpha / beta) = -0.2607 / -0.2767 hartree
net charge = +1
energy above the lowest of the compared OMol25 structures with the same formula, charge and spin = 135.0 kcal per mole
orbital gap (alpha / beta) = 8.138 / 7.441 eV



Record 3
This record from the Open Molecules 2025 dataset describes 2 unconnected molecules or ions with the total composition C4H9N2 at a distorted geometry. The level of theory is the ωB97M-V functional and the def2-TZVPD basis.

Each line ends with the Löwdin charge.
Element x y z (Å)
C  -1.01  0.20  0.52  -0.071
C  0.26  -0.15  0.68  -0.354
C  0.74  -1.53  0.20  -0.050
C  1.30  0.74  1.32  -0.036
N  -1.73  1.26  -2.35  0.294
N  -2.09  0.98  -1.34  0.277
H  -1.81  -0.50  0.26  0.072
H  -1.42  1.09  0.93  0.062
H  -0.03  -2.03  -0.50  0.101
H  0.91  -2.19  1.13  0.125
H  1.71  -1.43  -0.22  0.060
H  0.94  1.17  2.18  0.056
H  1.62  1.63  0.65  0.127
H  2.17  0.12  1.49  0.078
H  -1.51  1.72  -3.31  0.259

Output
calculated total energy = -7263.1763 eV
HOMO energy (alpha / beta) = -13.3 / -13.3 eV
lowest unoccupied orbital energy (alpha / beta) = -0.2281 / -0.2280 hartree
net charge = +1
energy above the lowest of the compared OMol25 structures with the same formula, charge and spin = 114.5 kcal per mole
orbital gap (alpha / beta) = 7.068 / 7.072 eV



Record 4
This record from the Open Molecules 2025 dataset describes a molecular structure, C4H9N2 at a distorted geometry. The level of theory is the ωB97M-V functional and the def2-TZVPD basis.

Each line ends with the Löwdin charge.
Element x y z (Å)
C  0.77  2.23  0.40  -0.043
C  1.47  1.62  -0.56  -0.063
C  -0.29  -2.37  -0.50  -0.061
C  -0.81  -0.73  0.37  -0.015
N  -1.14  -1.98  0.63  0.153
N  -0.06  -0.96  -0.73  0.143
H  -0.35  2.37  0.52  0.080
H  1.23  2.67  1.22  0.037
H  2.55  1.75  -0.58  0.077
H  1.24  1.11  -1.44  0.027
H  0.58  -2.89  -0.23  0.138
H  -0.90  -2.93  -1.18  0.146
H  -1.02  0.26  0.89  0.167
H  -1.63  -2.58  1.24  0.162
H  0.66  -0.38  -0.91  0.052

Output
calculated total energy = -7264.4055 eV
HOMO energy = -14.2 eV
lowest unoccupied orbital energy = -0.1503 hartree
net charge = +1
energy above the lowest of the compared OMol25 structures with the same formula, charge and spin = 86.2 kcal per mole
orbital gap = 10.123 eV



Record 5
This record from the Open Molecules 2025 dataset describes a gas-phase ion, C4H9N2 (charge +1) at a distorted geometry. The level of theory is the ωB97M-V functional and the def2-TZVPD basis.

Each line ends with the Löwdin charge.
Element x y z (Å)
C  -2.43  0.40  -0.07  0.071
C  -0.41  -1.63  -0.04  0.205
C  1.84  0.81  -0.52  -0.018
C  0.95  0.26  0.61  -0.189
N  -1.23  0.71  -0.35  0.164
N  -0.24  -0.39  0.15  -0.102
H  -3.13  1.00  -0.41  0.057
H  -2.86  -0.37  0.48  0.092
H  -1.28  -1.91  -0.43  0.064
H  0.46  -2.35  0.30  0.191
H  2.34  0.01  -0.87  0.041
H  1.17  1.13  -1.26  0.064
H  2.59  1.51  -0.21  0.095
H  0.80  1.18  1.31  0.169
H  1.42  -0.36  1.29  0.097

Output
SMILES string = C=N[N+](=C)CC
calculated total energy = -7263.8380 eV
HOMO energy = -16.3 eV
lowest unoccupied orbital energy = -0.1872 hartree
net charge = +1
energy above the lowest of the compared OMol25 structures with the same formula, charge and spin = 99.2 kcal per mole
orbital gap = 11.224 eV



Record 6
This record from the Open Molecules 2025 dataset describes a gas-phase ion, C4H9N2 (charge +1) at a distorted geometry. The level of theory is the ωB97M-V functional and the def2-TZVPD basis.

Each line ends with the Löwdin charge.
Element x y z (Å)
C  -0.60  -1.06  0.29  -0.067
C  -1.59  -0.04  -0.53  -0.093
C  -0.01  1.31  0.83  -0.004
C  0.42  0.03  0.20  -0.392
N  -0.48  0.95  -0.54  -0.009
N  1.79  -0.29  -0.47  0.292
H  -0.91  -1.33  1.32  0.118
H  -0.46  -2.02  -0.29  0.130
H  -1.90  -0.25  -1.59  0.132
H  -2.46  0.06  0.15  0.120
H  -0.67  1.29  1.75  0.154
H  0.64  2.16  0.74  0.107
H  2.38  -0.98  -0.01  0.179
H  2.44  0.53  -0.50  0.189
H  1.41  -0.36  -1.37  0.144

Output
SMILES string = [NH3+][C@]12CCN1C2
calculated total energy = -7264.4312 eV
HOMO energy = -14.1 eV
lowest unoccupied orbital energy = -0.1349 hartree
net charge = +1
energy above the lowest of the compared OMol25 structures with the same formula, charge and spin = 85.6 kcal per mole
orbital gap = 10.442 eV



Record 7
This record from the Open Molecules 2025 dataset describes 2 unconnected molecules or ions with the total composition C4H9N2 at a distorted geometry. The level of theory is the ωB97M-V functional and the def2-TZVPD basis.

Each line ends with the Löwdin charge.
Element x y z (Å)
C  1.96  -1.52  -0.65  0.082
C  1.07  -1.61  0.22  -0.047
C  -0.94  0.41  -0.25  -0.271
C  0.12  0.46  0.76  -0.125
N  -2.36  0.18  -0.05  0.016
N  1.11  1.26  0.47  0.162
H  2.58  -1.03  -1.37  0.051
H  -0.53  -0.25  -1.05  0.124
H  -0.91  1.40  -0.86  0.162
H  0.26  -0.02  1.79  0.171
H  -2.77  0.18  -1.00  0.103
H  0.31  -2.13  0.96  0.130
H  1.82  1.74  1.05  0.175
H  -2.78  -0.51  0.57  0.091
H  1.06  1.43  -0.59  0.176

Output
calculated total energy = -7262.5694 eV
HOMO energy = -13.4 eV
lowest unoccupied orbital energy = -0.1983 hartree
net charge = +1
energy above the lowest of the compared OMol25 structures with the same formula, charge and spin = 128.5 kcal per mole
orbital gap = 8.012 eV



Record 8
This record from the Open Molecules 2025 dataset describes 2 unconnected molecules or ions with the total composition C4H9N2 at a distorted geometry. The level of theory is the ωB97M-V functional and the def2-TZVPD basis.

Each line ends with the Löwdin charge.
Element x y z (Å)
C  0.01  -0.63  0.01  -0.219
C  -0.22  0.79  -0.12  -0.203
C  0.14  -0.03  -1.35  -0.238
C  -1.81  0.10  2.16  0.174
N  -1.36  -0.09  0.17  0.047
N  1.51  0.00  -1.80  0.203
H  0.60  -1.32  0.71  0.178
H  -0.12  1.82  0.15  0.146
H  -0.77  -0.23  -1.95  0.173
H  -2.77  0.41  1.87  0.034
H  -1.66  -0.92  2.42  0.041
H  -1.05  0.82  2.40  0.044
H  1.88  0.84  -2.42  0.237
H  1.66  -0.89  -2.25  0.161
H  2.02  0.00  -0.81  0.223

Output
calculated total energy = -7261.4259 eV
HOMO energy = -12.5 eV
lowest unoccupied orbital energy = -0.1437 hartree
net charge = +1
energy above the lowest of the compared OMol25 structures with the same formula, charge and spin = 154.9 kcal per mole
orbital gap = 8.585 eV



Record 9
This record from the Open Molecules 2025 dataset describes 2 unconnected molecules or ions with the total composition C4H9N2O at a distorted geometry. The level of theory is the ωB97M-V functional and the def2-TZVPD basis.

Each line ends with the Löwdin charge.
Element x y z (Å)
C  0.20  -1.27  2.12  -0.071
C  -0.63  -1.00  1.12  -0.361
C  -1.25  -0.38  -1.09  -0.212
C  1.56  1.54  -0.60  -0.138
N  -0.30  -0.45  -0.05  -0.145
N  0.16  1.54  0.04  -0.200
O  -0.76  2.10  -0.69  -0.275
H  -0.10  -1.68  2.99  -0.044
H  1.30  -1.27  2.13  0.033
H  -1.76  -1.12  1.33  0.109
H  -0.81  -0.75  -2.03  0.046
H  -2.23  -0.91  -0.85  0.069
H  -1.23  0.79  -1.25  0.033
H  2.23  1.37  0.33  0.074
H  1.73  0.90  -1.43  0.029
H  1.82  2.62  -0.77  0.054

Output
calculated total energy = -9317.0275 eV
HOMO energy = -2.6 eV
lowest unoccupied orbital energy = 0.1646 hartree
net charge = -1
energy above the lowest of the compared OMol25 structures with the same formula, charge and spin = 72.3 kcal per mole
orbital gap = 7.044 eV



Record 10
This record from the Open Molecules 2025 dataset describes 2 unconnected molecules or ions with the total composition C4H9N2O at a distorted geometry. The level of theory is the ωB97M-V functional and the def2-TZVPD basis.

Each line ends with the Löwdin charge.
Element x y z (Å)
C  2.78  1.90  1.87  -0.349
C  -1.33  -0.92  -0.63  -0.089
C  -0.13  -0.28  -0.64  -0.119
C  -2.24  -1.08  -1.84  -0.057
N  1.60  2.03  1.67  0.167
N  0.68  -0.28  0.57  0.117
O  3.87  1.61  2.03  0.263
H  -1.78  -1.41  0.27  0.130
H  0.45  0.09  -1.55  0.159
H  -2.48  -2.09  -1.96  0.068
H  -1.81  -0.66  -2.71  0.075
H  -3.22  -0.78  -1.63  0.071
H  0.87  2.66  1.96  0.130
H  1.42  -0.89  0.30  0.146
H  0.05  -0.54  1.34  0.163
H  1.27  0.65  0.94  0.127

Output
calculated total energy = -9313.6309 eV
HOMO energy = -14.1 eV
lowest unoccupied orbital energy = -0.1214 hartree
net charge = +1
energy above the lowest of the compared OMol25 structures with the same formula, charge and spin = 55.0 kcal per mole
orbital gap = 10.842 eV



Record 11
This record from the Open Molecules 2025 dataset describes a gas-phase ion, C4H9N2O (charge +1) at a distorted geometry. The level of theory is the ωB97M-V functional and the def2-TZVPD basis.

Each line ends with the Löwdin charge.
Element x y z (Å)
C  1.28  0.93  -0.30  -0.011
C  -0.84  1.54  0.79  -0.168
C  -1.30  -1.63  -0.32  -0.041
C  -0.09  0.43  -0.24  -0.324
N  2.23  0.10  -0.13  0.235
N  -0.14  -0.88  0.09  -0.104
O  -1.02  2.64  0.46  0.146
H  1.42  1.99  -0.46  0.160
H  -1.12  1.10  1.82  0.166
H  -1.37  -1.59  -1.34  0.064
H  -1.41  -2.61  -0.06  0.057
H  -2.29  -1.20  0.12  0.137
H  -0.59  0.69  -1.23  0.207
H  3.15  0.35  0.00  0.119
H  0.25  -0.91  1.02  0.143
H  1.84  -0.95  -0.22  0.217

Output
SMILES string = CN[C@H](C=[NH2+])C=O
calculated total energy = -9312.6952 eV
HOMO energy = -13.6 eV
lowest unoccupied orbital energy = -0.1818 hartree
net charge = +1
energy above the lowest of the compared OMol25 structures with the same formula, charge and spin = 76.6 kcal per mole
orbital gap = 8.646 eV



Record 12
This record from the Open Molecules 2025 dataset describes a gas-phase ion, C4H9N2O (charge +1) at a distorted geometry. The level of theory is the ωB97M-V functional and the def2-TZVPD basis.

Each line ends with the Löwdin charge.
Element x y z (Å)
C  -1.24  -2.24  0.87  0.078
C  0.52  0.62  -0.19  0.028
C  -1.19  -0.49  -1.77  0.055
C  1.88  1.87  1.15  -0.003
N  -0.31  -1.42  0.55  0.021
N  -0.32  -0.53  -0.51  -0.091
O  1.15  0.65  0.95  0.021
H  -0.92  -2.86  1.64  0.070
H  -2.16  -2.38  0.36  0.083
H  0.41  1.56  -0.78  0.185
H  -1.57  -1.49  -1.82  0.090
H  -0.66  -0.28  -2.63  0.072
H  -1.88  0.27  -1.50  0.093
H  2.09  2.31  0.28  0.040
H  2.84  1.74  1.71  0.139
H  1.38  2.67  1.71  0.120

Output
SMILES string = C=N/[N+](C)=C\OC
calculated total energy = -9311.2472 eV
HOMO energy (alpha / beta) = -14.2 / -14.2 eV
lowest unoccupied orbital energy (alpha / beta) = -0.1815 / -0.1815 hartree
net charge = +1
energy above the lowest of the compared OMol25 structures with the same formula, charge and spin = 110.0 kcal per mole
orbital gap (alpha / beta) = 9.237 / 9.238 eV